Arrangement w

ORCA calculation (ωB97M-V/def2-TZVPD) on the molecule C2H2N2O2S.

Each line ends with the Mulliken charge.
CARTESIAN COORDINATES (ANGSTROEM)
C -1.32 1.19 0.20  0.233
C 0.74 -0.78 -0.55  -0.130
N -2.39 1.59 0.05  -0.307
N -0.32 -1.29 -0.88  -0.302
O 1.17 1.93 0.22  -0.503
O 0.45 0.11 1.85  -0.535
S 0.41 0.71 0.47  0.934
H 1.71 -1.25 -0.34  0.371
H -0.45 -2.22 -1.03  0.238

Properties
LUMO (alpha / beta) in eV: 0.063 / -4.287
Multiplicity: 3
Total charge: 0
Expectation value of S²: 2.01
HOMO-LUMO gap (alpha / beta) in Ha: 0.282 / 0.275

***

Arrangement x

ORCA calculation (ωB97M-V/def2-TZVPD) on a cluster of 2 separate species, C2H2N2O2S in total.

Each line ends with the Mulliken charge.
CARTESIAN COORDINATES (ANGSTROEM)
C 1.79 1.04 -0.30  0.578
C 1.61 -0.15 0.40  -0.809
N 1.90 2.03 -0.92  -0.366
N -1.04 -0.58 1.04  -0.218
O -3.41 -0.66 -0.06  -0.413
O -1.38 -0.13 -1.37  -0.360
S -1.97 -0.50 -0.14  0.980
H 1.05 -1.01 -0.12  0.303
H 1.46 -0.04 1.47  0.305

Properties
LUMO (alpha / beta) in eV: -0.903 / -3.701
Multiplicity: 3
Total charge: 0
Expectation value of S²: 2.03
HOMO-LUMO gap (alpha / beta) in Ha: 0.325 / 0.301

***

Least stable of them? arrangement w.

***

Arrangement w

ORCA calculation (ωB97M-V/def2-TZVPD) on the molecule C18H25N3S2.

Each line ends with the Mulliken charge.
CARTESIAN COORDINATES (ANGSTROEM)
C 4.11 2.35 -0.19  -1.635
C 3.09 1.40 0.35  1.098
C 1.79 1.82 0.56  -1.130
C 0.82 0.96 1.06  -0.803
C 1.16 -0.36 1.34  0.189
N 0.23 -1.27 1.85  0.124
C -1.14 -1.20 1.85  0.129
S -1.92 -1.71 3.22  -0.450
N -1.78 -0.81 0.73  0.346
C -3.20 -0.55 0.76  -1.253
C -3.50 0.95 0.60  -0.771
N -3.20 1.42 -0.75  0.372
C -2.82 2.81 -0.78  -1.071
C -4.30 1.17 -1.66  -1.199
C -1.13 -0.74 -0.57  -0.720
C -0.27 -1.93 -0.85  0.231
C 0.97 -1.95 -1.40  -0.541
C 1.49 -3.26 -1.55  -0.504
C 0.62 -4.21 -1.12  -0.547
S -0.84 -3.54 -0.52  -0.149
C 2.47 -0.78 1.15  -0.524
C 3.44 0.08 0.66  1.120
C 4.84 -0.41 0.46  -1.873
H 4.53 1.98 -1.13  0.325
H 4.94 2.47 0.51  0.345
H 3.67 3.33 -0.37  0.380
H 1.52 2.84 0.35  0.338
H -0.18 1.32 1.26  0.618
H 0.59 -1.89 2.57  0.351
H -3.58 -0.88 1.73  0.561
H -3.69 -1.13 -0.02  0.247
H -2.87 1.49 1.30  0.407
H -4.55 1.13 0.87  0.409
H -2.56 3.08 -1.80  0.329
H -3.62 3.49 -0.44  0.344
H -1.94 2.96 -0.15  0.276
H -4.57 0.11 -1.64  0.318
H -3.99 1.42 -2.67  0.352
H -5.20 1.75 -1.41  0.398
H -1.94 -0.68 -1.31  0.649
H -0.52 0.16 -0.68  0.112
H 1.51 -1.06 -1.68  0.502
H 2.46 -3.47 -1.96  0.431
H 0.75 -5.28 -1.11  0.459
H 2.73 -1.80 1.39  0.289
H 5.54 0.18 1.06  0.377
H 4.93 -1.45 0.74  0.395
H 5.13 -0.31 -0.58  0.349

Properties
LUMO in eV: 0.695
Total charge: 0
SMILES: Cc1ccc(NC(=S)N(CCN(C)C)Cc2cccs2)cc1C
HOMO-LUMO gap in Ha: 0.310

***

Arrangement x

ORCA calculation (ωB97M-V/def2-TZVPD) on the molecule C18H25N3S2.

Each line ends with the Mulliken charge.
CARTESIAN COORDINATES (ANGSTROEM)
C -6.14 -1.65 3.14  -0.959
C -5.18 -1.40 1.99  0.536
N -4.76 -2.45 1.32  -0.649
N -4.04 -2.00 0.24  -0.086
C -3.82 -0.69 0.20  0.337
S -2.87 0.08 -1.13  -0.128
C -1.89 -1.45 -1.84  -0.630
C -0.85 -1.08 -2.82  -0.564
C 0.53 -1.26 -2.33  -1.170
N 0.75 -0.48 -1.12  0.471
C 1.71 -1.16 -0.16  -1.296
C 1.78 -0.50 1.21  -0.458
C 2.23 0.94 1.01  0.258
C 2.31 1.70 2.33  -1.125
C 3.42 2.74 2.33  0.546
C 4.76 2.40 2.58  -0.367
C 5.77 3.38 2.38  -0.481
C 5.45 4.70 2.01  -0.388
C 4.12 4.99 1.66  -0.702
C 3.08 4.08 1.89  -0.373
C 1.39 1.65 -0.10  -0.879
C 1.37 0.87 -1.34  -0.812
S -4.74 0.16 1.43  -0.169
H -5.63 -2.12 3.94  0.274
H -6.86 -2.41 2.83  0.272
H -6.50 -0.73 3.45  0.382
H -1.42 -1.93 -0.94  0.252
H -2.69 -2.17 -2.10  0.573
H -0.91 -1.72 -3.72  0.305
H -1.03 -0.01 -3.20  0.300
H 1.29 -1.03 -3.18  0.358
H 0.73 -2.34 -2.29  0.485
H 1.45 -2.16 0.04  0.545
H 2.69 -1.11 -0.61  0.484
H 2.57 -0.86 1.98  0.338
H 0.69 -0.48 1.56  0.205
H 3.21 0.79 0.59  0.269
H 2.67 1.01 3.19  0.313
H 1.33 2.19 2.57  0.448
H 5.16 1.47 2.94  0.342
H 6.88 3.10 2.35  0.266
H 6.09 5.61 1.94  0.310
H 3.92 5.97 1.36  0.377
H 2.04 4.21 1.63  0.471
H 0.42 1.74 0.25  0.452
H 1.75 2.67 -0.23  0.392
H 2.43 0.74 -1.80  0.365
H 0.71 1.44 -2.04  0.306

Properties
LUMO in eV: 0.586
Total charge: 0
SMILES: Cc1nnc(SCCCN2CCC(Cc3ccccc3)CC2)s1
HOMO-LUMO gap in Ha: 0.331

***

Least stable of them? arrangement x.

***

Arrangement w

ORCA calculation (ωB97M-V/def2-TZVPD) on the molecule CH5N3OS2.

Each line ends with the Mulliken charge.
CARTESIAN COORDINATES (ANGSTROEM)
O -0.23 2.61 0.01  -0.396
N 0.57 1.49 -0.52  -0.461
C 0.14 0.40 -0.01  0.360
N 0.71 -0.66 -0.66  -0.299
S 1.49 -2.22 -0.07  -0.123
N -0.63 0.04 1.12  -0.367
S -2.14 -0.59 0.17  -0.123
H 0.39 3.24 -0.07  0.337
H 1.40 0.05 -1.28  0.416
H 0.77 -3.05 -0.93  0.151
H -0.60 0.91 1.94  0.342
H -1.86 -2.23 0.30  0.165

Properties
LUMO in eV: -0.018
Total charge: 0
SMILES: ON=C(NS)NS
HOMO-LUMO gap in Ha: 0.323

***

Arrangement x

ORCA calculation (ωB97M-V/def2-TZVPD) on the molecule CH5N3OS2.

Each line ends with the Mulliken charge.
CARTESIAN COORDINATES (ANGSTROEM)
O -2.60 0.86 0.32  -0.335
N -1.39 1.35 -0.05  -0.360
C -0.41 0.53 -0.01  0.397
N 0.83 0.93 -0.53  -0.248
S 2.18 0.83 0.54  -0.156
N -0.54 -0.79 0.50  -0.421
S -0.37 -2.05 -0.65  -0.141
H -2.49 -0.06 0.63  0.372
H 0.77 1.84 -0.97  0.319
H 2.89 -0.08 -0.17  0.139
H 0.00 -0.97 1.35  0.312
H 0.87 -1.79 -1.10  0.122

Properties
LUMO in eV: 0.432
Total charge: 0
SMILES: ON=C(NS)NS
HOMO-LUMO gap in Ha: 0.352

***

Least stable of them? arrangement w.